20
Properties=species:S:1:pos:R:3:forces:R:3:nbo_charge:R:1 method="wB97M-V/def2-TZVPD" lumo_energy_ev="-6.490 / -6.491" e_homo_ev="-12.4 / -12.4" charge=+1 energy_ha=-307.4413 de_lowest_kj_mol=473.46
C -0.6856 0.0021 -0.9560 0.6511 0.5914 -3.1241 -0.580
C 1.1098 -1.6622 -0.0709 0.4286 0.5607 -0.5350 -0.212
C -1.0829 1.3979 -1.1116 -0.4349 -1.6313 2.1058 0.389
C 0.3499 -0.3068 0.2035 -0.3727 -0.8772 2.3983 0.002
C -1.9196 2.0552 -0.0758 2.8204 2.8304 -2.1198 -0.733
N 1.3620 0.5915 0.4943 0.4876 1.3339 -2.0087 -0.864
N 1.9952 -1.9491 1.0159 -3.9778 -3.2596 1.3397 -0.814
H -1.5526 -0.5509 -0.6580 -0.6016 -0.5401 0.1441 0.284
H -0.2139 -0.4313 -1.9170 -0.8903 0.7910 1.3223 0.258
H 0.3149 -2.4054 -0.0645 0.3548 -0.5540 -0.7685 0.206
H 1.7279 -1.5317 -1.0586 -1.4286 -0.4844 1.5704 0.199
H -0.6645 1.9531 -1.9320 -0.0244 0.5170 -0.1689 0.222
H -0.3419 -0.4082 1.1260 1.3932 -0.0426 -1.1986 0.208
H -2.3403 1.4989 0.6746 -0.1722 -1.8094 2.0095 0.252
H -2.7790 2.5562 -0.4841 -0.2608 0.7143 -0.8281 0.305
H -1.2277 2.9737 0.2870 -1.4121 -1.8794 -0.4836 0.310
H 1.3097 1.0427 1.3634 0.3644 1.1307 0.6224 0.403
H 1.8842 0.9561 -0.3232 -0.2782 -0.0787 1.4967 0.389
H 2.7889 -1.4229 1.1717 1.4286 1.2988 0.4641 0.390
H 1.4716 -2.3811 1.8770 1.9250 1.3884 -2.2382 0.387